<one>
Below is 2 unconnected molecules or ions with the total composition C4H11NO3, with properties calculated with ωB97M-V with the def2-TZVPD basis set.

ORCA input file:
```
! RIJCOSX wB97M-V def2-TZVPD def2/J DEFGRID3
* xyz 0 1
O 1.3354 -1.2382 0.3820
O -1.2502 -1.3971 -0.6334
O 1.0823 1.0202 0.8006
N -2.9992 -0.2315 -1.3973
C -2.0614 0.3916 0.7417
C -2.0525 -0.4959 -0.4726
C 1.6938 0.0409 -0.0164
C 3.2151 0.1551 0.0362
H 3.5183 1.1718 -0.1970
H 1.3287 0.2694 -1.0292
H 0.4140 -1.4238 0.1109
H -2.1386 -0.2277 1.6326
H -1.1063 0.9160 0.7886
H -3.6611 0.5156 -1.2932
H -2.8752 1.1094 0.7222
H -3.0248 -0.7875 -2.2364
H 3.6536 -0.5320 -0.6803
H 1.3667 0.8556 1.7087
H 3.5617 -0.1119 1.0322
*
```

SMILES string ... CC(N)=O.CC(O)O
E_LUMO ... 0.78 eV

<two>
Below is 3 unconnected molecules or ions with the total composition C4H11NO3, with properties calculated with ωB97M-V with the def2-TZVPD basis set.

ORCA input file:
```
! RIJCOSX wB97M-V def2-TZVPD def2/J DEFGRID3
* xyz 0 1
O 1.6437 0.9625 1.1883
O -0.5507 0.9823 1.7152
O 3.0319 -1.4274 -0.6740
N 0.2039 0.4803 -0.4415
C -1.7283 -1.5267 -0.4918
C -1.0590 0.7892 -1.0244
C 0.4249 0.8378 1.0107
C -2.2959 -0.1164 -0.5815
H 0.8139 -2.1033 -1.3421
H 2.3795 -1.3419 0.0400
H -2.9870 -0.1357 -1.3927
H 0.9971 0.1090 -0.9886
H -2.4142 -2.3568 -0.3959
H 2.1907 -1.7757 -1.2453
H -2.5415 0.2670 0.4223
H -1.0379 -1.6963 0.3412
H -0.9808 -1.6997 -1.2726
H -1.2435 1.7900 -0.6065
H -0.9277 0.7367 -2.0893
*
```

E_LUMO ... -4.95 eV

<three>
Below is 2 unconnected molecules or ions with the total composition C4H11NO3, with properties calculated with ωB97M-V with the def2-TZVPD basis set.

ORCA input file:
```
! RIJCOSX wB97M-V def2-TZVPD def2/J DEFGRID3
* xyz 0 1
O -3.1423 1.3722 -0.0982
O -0.3038 -2.8171 -0.0647
O -0.3842 -1.2664 -1.6889
N 1.3844 -1.2922 -0.3387
C -0.2550 0.6382 1.0311
C 1.1673 1.0146 0.4941
C 0.2569 -1.9201 -0.6316
C 1.7424 0.0647 -0.5990
H 1.5792 0.3771 -1.6749
H -1.0742 1.0723 0.5375
H 1.7568 1.0838 1.4012
H -3.3743 0.4470 -0.2765
H -1.3127 -1.2807 -1.6159
H -3.3061 1.4199 0.9048
H 1.9455 -1.7527 0.4317
H -0.6070 -0.4415 0.7756
H 2.8679 0.1244 -0.6373
H -0.3977 1.1034 2.0516
H 1.4568 2.0530 -0.0019
*
```

SMILES string ... CCCNC(=O)O.O
E_LUMO ... 0.48 eV

<four>
Below is 2 unconnected molecules or ions with the total composition C4H11NO3, with properties calculated with ωB97M-V with the def2-TZVPD basis set.

ORCA input file:
```
! RIJCOSX wB97M-V def2-TZVPD def2/J DEFGRID3
* xyz 0 1
O 3.8789 1.7046 0.5349
O -2.1392 1.0734 0.7039
O 1.7971 -0.3474 -0.2721
N -1.8015 -0.5096 -0.8917
C -0.4524 -0.9256 -0.5226
C 0.4970 0.2412 -0.2214
C -0.5080 -1.8425 0.7430
C -2.5342 0.4164 -0.2363
H 0.4237 1.0061 -0.9940
H -2.1451 -0.8656 -1.7688
H -3.5624 0.4855 -0.6241
H -1.4923 -2.3040 0.8473
H -0.2625 -1.3230 1.6671
H 4.1105 1.6446 1.4694
H 0.2007 -2.6529 0.6180
H 4.3995 0.9772 0.1670
H 0.2957 0.6644 0.7573
H 2.4396 0.3803 -0.1819
H -0.0332 -1.5416 -1.3034
*
```

SMILES string ... C[C@H](CO)NC=O.O
E_LUMO ... 0.62 eV

Short version: <two> is the least stable of them.

<one>
Below is 4 unconnected molecules or ions with the total composition C4H11NO3, with properties calculated with ωB97M-V with the def2-TZVPD basis set.

ORCA input file:
```
! RIJCOSX wB97M-V def2-TZVPD def2/J DEFGRID3
* xyz 0 1
O -2.1616 1.8610 0.7060
O 0.0305 -2.2905 -1.7843
O 2.1472 1.5540 0.7540
N -0.2765 -1.0564 0.3422
C 1.6053 0.4502 1.1431
C -1.7174 -0.8069 0.2884
C 0.4860 0.0177 0.0083
C 0.6911 0.4690 -1.2332
H -2.2640 -1.6311 0.7323
H 1.3015 1.3366 -1.4655
H 1.0364 0.3639 2.0892
H 0.3479 -0.0571 -2.1187
H 0.0896 -3.2280 -2.0017
H -2.0660 -0.4938 -0.6980
H 2.5027 -0.2525 1.1227
H -1.6840 0.0811 0.9300
H -2.6907 2.6641 0.6207
H -0.1365 -1.9211 -0.3094
H -0.6979 1.3948 0.3903
*
```

E_LUMO ... -4.34 eV

<two>
Below is 2 unconnected molecules or ions with the total composition C4H11NO3, with properties calculated with ωB97M-V with the def2-TZVPD basis set.

ORCA input file:
```
! RIJCOSX wB97M-V def2-TZVPD def2/J DEFGRID3
* xyz 0 1
O 2.6298 0.9169 -1.1919
O 0.9275 -0.4933 3.3974
O -0.9213 0.5793 1.3315
N -2.6244 0.5332 -0.1302
C -0.7045 -0.8437 -0.6169
C 1.3236 0.6502 -0.6111
C -1.3777 0.1436 0.2966
C 0.5952 -0.4577 -1.3717
H -2.8949 0.3380 -1.0825
H 0.4064 -0.1926 -2.4143
H 1.2526 -1.3266 -1.4459
H -1.3913 -1.3490 -1.3015
H 1.5345 0.3237 0.4040
H 2.9229 0.1419 -1.6288
H -3.0934 1.2216 0.4278
H 0.0080 -0.5674 3.0851
H -0.4773 -1.6799 0.0615
H 0.8054 1.6015 -0.7013
H 1.0790 0.4605 3.4921
*
```

SMILES string ... NC(=O)CCCO.O
E_LUMO ... 0.65 eV

Short version: <one> is the least stable of them.

<one>
Below is a molecular structure, C5H6NO, with properties calculated with ωB97M-V with the def2-TZVPD basis set.

ORCA input file:
```
! RIJCOSX wB97M-V def2-TZVPD def2/J DEFGRID3
* xyz 1 1
O -4.5663 0.6349 -0.2932
N -2.5911 -0.0996 0.0282
C -1.0447 -1.9429 -0.0828
C -1.3956 0.5823 0.3397
C -2.1806 -1.2706 -0.1158
C -0.3328 -0.6103 0.2858
C 0.8232 -0.4087 -0.6759
H 0.4746 -0.2432 -1.6918
H -1.4781 1.0935 1.3113
H 1.3938 0.4634 -0.3510
H 1.4728 -1.2820 -0.6732
H 0.0462 -0.8373 1.2941
H -1.2009 1.3689 -0.4035
*
```

E_LUMO (spin up / spin down) ... -8.43 / -8.43 eV

<two>
Below is a gas-phase ion, C5H6NO (charge +1), with properties calculated with ωB97M-V with the def2-TZVPD basis set.

ORCA input file:
```
! RIJCOSX wB97M-V def2-TZVPD def2/J DEFGRID3
* xyz 1 1
O -1.5388 -0.0862 -1.6635
N -1.1698 0.9798 0.4455
C 0.4350 -0.4948 -0.4986
C 1.4814 -0.4179 0.6112
C -0.7446 0.1600 -0.5225
C -1.7849 1.6176 1.2319
C -2.8237 0.1267 -1.4681
H -2.4328 2.0544 1.8814
H 1.3014 -1.3679 1.0893
H 1.2816 0.3880 1.4686
H -3.1249 -0.0556 -2.5202
H 2.3551 -0.2903 0.0542
H 0.8291 -1.1828 -1.2344
*
```

E_LUMO ... -5.74 eV

<three>
Below is a gas-phase ion, C5H6NO (charge +1), with properties calculated with ωB97M-V with the def2-TZVPD basis set.

ORCA input file:
```
! RIJCOSX wB97M-V def2-TZVPD def2/J DEFGRID3
* xyz 1 1
O 2.5887 0.8697 -0.0018
N 3.9009 0.3755 -0.5298
C -0.1229 -0.0123 0.5280
C 2.1758 -1.4414 0.3704
C 3.1208 -0.4180 0.0284
C -0.8934 0.9580 -0.3889
C 1.0861 -0.7187 0.3739
H -1.6086 1.5119 0.2281
H 0.2923 0.7081 1.3532
H -0.1511 1.6876 -0.8599
H 2.5023 -2.4547 0.5633
H -0.9178 -0.7602 0.9795
H -1.4145 0.4898 -1.2361
*
```

E_LUMO ... -7.29 eV

Short version: <one> is the least stable of them.

<one>
Below is a single C2H5PS molecule, with properties calculated with ωB97M-V with the def2-TZVPD basis set.

ORCA input file:
```
! RIJCOSX wB97M-V def2-TZVPD def2/J DEFGRID3
* xyz 0 1
S -2.4541 0.0966 -0.8256
P 1.2995 0.6981 -0.5711
C -1.1927 -0.0064 0.1927
C 0.0699 -0.6139 -0.1150
H -1.3015 0.1684 1.1926
H -0.0928 -1.1188 -1.1473
H 2.3985 0.1600 0.2623
H 0.5558 -1.0646 0.7233
H 0.7173 1.6807 0.2882
*
```

SMILES string ... PCC=S
E_LUMO ... -0.34 eV

<two>
Below is a molecular structure, C2H5PS, with properties calculated with ωB97M-V with the def2-TZVPD basis set.

ORCA input file:
```
! RIJCOSX wB97M-V def2-TZVPD def2/J DEFGRID3
* xyz 0 1
S -0.1651 0.0925 -0.4331
P -0.7553 -0.5342 -2.9735
C 0.6337 0.3573 2.1438
C 0.4284 -0.5143 1.1776
H 0.9164 0.1624 3.1824
H 0.0206 0.6440 -2.9766
H 0.5110 -1.6597 1.1977
H -2.1552 0.1002 -3.1542
H 0.5654 1.3517 1.8359
*
```

E_LUMO (spin up / spin down) ... -1.88 / -1.88 eV

Short version: <two> is the least stable of them.

<one>
Below is 2 unconnected molecules or ions with the total composition C2H5PS, with properties calculated with ωB97M-V with the def2-TZVPD basis set.

ORCA input file:
```
! RIJCOSX wB97M-V def2-TZVPD def2/J DEFGRID3
* xyz 0 1
S -1.9909 0.0308 -0.1634
P -0.7621 0.4238 1.2440
C 0.4262 -0.6691 -1.8120
C 1.4676 -0.3877 -1.2951
H 0.5957 0.3883 0.9548
H -0.8637 1.6728 1.8537
H -0.4305 -0.9593 -2.3443
H -0.8049 -0.3844 2.3782
H 2.3627 -0.1151 -0.8159
*
```

SMILES string ... [PH3]=S.C#C
E_LUMO ... 0.78 eV

<two>
Below is a single C2H5PS molecule, with properties calculated with ωB97M-V with the def2-TZVPD basis set.

ORCA input file:
```
! RIJCOSX wB97M-V def2-TZVPD def2/J DEFGRID3
* xyz 0 1
S -1.8785 -0.9425 0.2278
P 1.3044 -1.3953 0.1647
C -1.1438 0.4817 -0.5247
C -0.2993 -0.9455 -0.6175
H -0.8562 1.3564 0.1283
H 1.4071 -0.5556 1.3921
H -1.3949 0.6167 -1.5460
H -0.3810 -1.4339 -1.6605
H 2.0255 -0.4406 -0.4444
*
```

SMILES string ... P[C@@H]1CS1
E_LUMO ... 0.98 eV

<three>
Below is 2 unconnected molecules or ions with the total composition C2H5PS, with properties calculated with ωB97M-V with the def2-TZVPD basis set.

ORCA input file:
```
! RIJCOSX wB97M-V def2-TZVPD def2/J DEFGRID3
* xyz 0 1
S 2.5863 0.4672 -0.0475
P -0.8863 1.4840 -0.0347
C -0.5788 -0.2810 0.5774
C 1.4537 -0.6286 -0.2869
H -1.1232 1.9658 1.3556
H 0.3512 1.8259 0.1182
H -1.1621 -1.0260 0.1459
H 1.3868 -1.5714 -0.6636
H -0.4834 -0.3878 1.6525
*
```

E_LUMO ... -0.53 eV

<four>
Below is a single C2H5PS molecule, with properties calculated with ωB97M-V with the def2-TZVPD basis set.

ORCA input file:
```
! RIJCOSX wB97M-V def2-TZVPD def2/J DEFGRID3
* xyz 0 1
S 1.3000 -1.7247 -1.5394
P -0.3142 0.4428 0.0801
C -0.9808 -0.1740 1.6208
C 1.0346 -0.1981 -1.2146
H -1.7709 -0.8872 1.1178
H 0.2826 1.5981 0.3360
H -0.2194 -0.8139 2.0568
H -1.0846 1.2274 -0.8304
H 1.7526 0.5296 -1.6270
*
```

SMILES string ... C=[PH2]C=S
E_LUMO ... -0.86 eV

Short version: <four> is the least stable of them.

<one>
Below is 2 unconnected molecules or ions with the total composition C2H5PS, with properties calculated with ωB97M-V with the def2-TZVPD basis set.

ORCA input file:
```
! RIJCOSX wB97M-V def2-TZVPD def2/J DEFGRID3
* xyz 0 1
S -0.9321 0.6220 -0.4470
P 1.7024 2.1083 -0.2297
C -1.3605 -0.9016 0.5892
C 0.7351 0.7275 -0.3798
H -0.8737 -0.7470 1.4750
H -2.4794 -0.8513 0.6132
H -0.9667 -1.7581 0.0512
H 1.4694 -0.7085 -0.9123
H 2.7055 1.5088 -0.7598
*
```

E_LUMO ... -0.23 eV

<two>
Below is 2 unconnected molecules or ions with the total composition C2H5PS, with properties calculated with ωB97M-V with the def2-TZVPD basis set.

ORCA input file:
```
! RIJCOSX wB97M-V def2-TZVPD def2/J DEFGRID3
* xyz 0 1
S 1.8768 -0.0650 0.5078
P -1.7697 1.2646 -0.4037
C 3.1747 0.2171 -0.3578
C -2.9408 0.3335 0.3717
H 4.0479 0.6884 -0.0203
H 3.1944 -0.1924 -1.3118
H -3.1020 0.5501 1.3682
H -3.7610 -0.0854 -0.1208
H -2.2958 0.8475 -1.5986
*
```

SMILES string ... C=P.C=S
E_LUMO ... -0.34 eV

Short version: <one> is the least stable of them.

<one>
Below is a molecular structure, C22H20BrCl3GeN4O2PtS, with properties calculated with ωB97M-V with the def2-TZVPD basis set.

ORCA input file:
```
! RIJCOSX wB97M-V def2-TZVPD def2/J DEFGRID3
* xyz 2 1
Pt 0.2902 -0.9672 -0.1684
Br -1.1220 0.8176 -7.1026
Ge 0.4311 3.2066 0.1346
Cl -5.1889 -1.7340 0.8296
Cl -3.5259 -4.1627 0.9780
Cl -4.3278 -3.0881 -1.6431
S 1.3056 -3.0545 0.5999
O -0.1797 1.4745 -0.3996
O -2.3429 2.0182 -0.4299
N -1.7072 -1.2982 -0.0617
N 3.3328 -1.5635 -0.3144
N 2.5018 -0.4353 -0.3690
N 3.8025 -3.7410 0.2454
C -2.1799 1.8603 -4.6475
C -1.8242 4.2613 1.7451
C -3.8892 -2.6735 0.0454
C -2.6678 5.9712 -0.2838
C 2.9306 1.7337 3.2720
C -2.6868 -1.9033 -0.0052
C -3.3942 5.8623 0.8906
C 2.9087 -2.7638 0.1414
C -1.3829 1.2479 -2.4561
C 1.9456 1.7912 2.2962
C -2.9884 4.9977 1.8950
C 1.8398 2.9192 1.4939
C -1.2731 0.9654 -5.2060
C 2.7033 3.9926 1.6817
C 3.8044 2.7974 3.4414
C -2.2369 1.9906 -3.2745
C 3.6956 3.9270 2.6448
C -1.5065 5.2369 -0.4451
C -0.4556 0.1746 -4.3991
C -1.3891 1.5797 -1.0092
C -1.1175 4.3634 0.5585
C -0.5089 0.3248 -3.0279
H 2.5862 4.8806 1.0758
H 2.6749 0.2172 0.4103
H -4.2749 6.4737 1.0273
H 1.2388 0.9732 2.1830
H 2.9875 0.8712 3.9192
H 0.1301 -0.2978 -2.3847
H 0.2163 -0.5345 -4.8574
H -1.4926 3.6020 2.5367
H 0.9925 3.6103 -1.2402
H -3.5606 4.9048 2.8034
H 4.5621 2.7605 4.2096
H 2.6260 0.0575 -1.2577
H -2.9237 2.6839 -2.8130
H -2.9825 6.6295 -1.0787
H -0.9165 5.3247 -1.3500
H 3.5146 -4.6563 0.5621
H -2.8225 2.4551 -5.2780
H 4.3578 4.7698 2.7833
H 4.7531 -3.6433 -0.0776
H 4.3250 -1.4264 -0.4737
*
```

E_LUMO ... -8.43 eV

<two>
Below is a molecular structure, C22H20BrCl3GeN4O2PtS, with properties calculated with ωB97M-V with the def2-TZVPD basis set.

ORCA input file:
```
! RIJCOSX wB97M-V def2-TZVPD def2/J DEFGRID3
* xyz 2 1
Pt -0.6433 0.4123 0.7496
Br -1.5647 -0.6185 -8.0050
Ge 1.0558 -2.3876 -0.1501
Cl 0.4785 -0.4232 5.9218
Cl 1.2090 2.3392 5.3806
Cl -1.5668 1.6481 5.9161
S 0.5132 2.3603 0.3856
O -0.1100 -1.8235 -1.4765
O -0.8704 0.2700 -1.2818
N -0.4303 0.7085 2.6662
N 0.1282 4.6303 -0.7739
N -1.8219 3.5050 -0.4572
N -2.6145 2.4719 0.0340
C 4.4026 0.6826 1.1145
C -0.9361 -2.9352 3.5614
C -0.7518 -1.8107 -5.5710
C 2.3567 -1.0466 0.3443
C 3.3461 -0.6696 -0.5655
C -0.2689 -2.5121 1.2832
C -0.0431 1.1142 5.2155
C -0.8066 -0.7083 -3.4326
C -0.5697 -0.7363 -1.9930
C -0.5246 -1.8341 -4.2093
C 3.4434 0.2879 2.0384
C -1.3142 0.4453 -4.0359
C -1.5387 0.4749 -5.3955
C -2.1171 -2.2186 3.3917
C 2.4240 -0.5706 1.6536
C -0.0181 -3.0768 2.5225
C -1.2572 -0.6562 -6.1578
C -2.3990 -1.6752 2.1528
C -0.4994 3.5442 -0.3217
C -1.4837 -1.8073 1.0924
C 4.3553 0.2024 -0.1876
C -0.2613 0.8845 3.7794
H 0.8980 -3.6251 2.7051
H 1.7341 -3.4964 -0.9391
H -1.5244 1.3180 -3.4331
H -3.3210 2.8569 0.6501
H 5.1160 0.4914 -0.9002
H 1.6950 -0.8903 2.3878
H 1.1331 4.6783 -0.7415
H -3.3443 -1.1776 1.9747
H -1.8867 -1.6648 0.0915
H -0.3678 5.4341 -1.1260
H 5.2010 1.3481 1.4149
H -0.5410 -2.6783 -6.1796
H -2.8226 -2.1303 4.2064
H -0.1338 -2.7278 -3.7440
H -3.0534 1.9819 -0.7374
H -1.9286 1.3617 -5.8742
H -0.7254 -3.4013 4.5159
H 3.5026 0.6368 3.0617
H -2.2688 4.2720 -0.9441
H 3.3364 -1.0588 -1.5781
*
```

E_LUMO ... -6.67 eV

Short version: <one> is the least stable of them.

<one>
Below is a single C2H6F2Si molecule, with properties calculated with ωB97M-V with the def2-TZVPD basis set.

ORCA input file:
```
! RIJCOSX wB97M-V def2-TZVPD def2/J DEFGRID3
* xyz 0 1
Si -1.8895 -0.0839 -0.4163
F -2.6857 1.3410 0.0206
F -2.3687 -1.0814 0.7120
C 0.7924 -0.5734 0.5522
C -0.0984 0.4490 -0.1521
H 1.8716 -0.4058 0.3105
H 0.5537 -1.5719 0.3149
H 0.4774 -0.3899 1.5996
H 0.3536 0.6673 -1.0277
H -2.3134 -0.7169 -1.6351
H -0.0568 1.3584 0.4960
*
```

SMILES string ... CC[SiH](F)F
E_LUMO ... 0.94 eV

<two>
Below is 2 unconnected molecules or ions with the total composition C2H6F2Si, with properties calculated with ωB97M-V with the def2-TZVPD basis set.

ORCA input file:
```
! RIJCOSX wB97M-V def2-TZVPD def2/J DEFGRID3
* xyz 0 1
Si 1.9460 -0.2809 -0.3511
F 2.1211 -0.1584 1.2428
F 1.9376 1.2796 -0.7178
C 0.2775 -1.0453 -0.4705
C -0.8839 1.1075 0.6544
H -0.7792 1.9919 -0.0768
H -0.1611 -1.5594 0.3965
H 3.1642 -0.8330 -0.8268
H -0.1148 -1.6034 -1.2656
H -1.9122 0.8628 1.0875
H -0.0174 0.8105 1.2316
*
```

E_LUMO (spin up / spin down) ... -0.78 / 0.02 eV

Short version: <two> is the least stable of them.